# C14H17BrN2O5S

A 2-piece molecular cluster, C14H17BrN2O5S overall (ωB97M-V/def2-TZVPD, OMol25).

Last column: natural (NBO) charge in e.
Cartesian coordinates (Å):
C 3.50359 1.59175 1.15963  -0.64
C 2.94949 1.79948 -0.21058  -0.06
O 1.78973 0.89997 -0.25790  -0.50
C 1.22600 0.94723 -1.46363  0.92
O 1.66593 1.63099 -2.38514  -0.62
N 0.09973 0.12552 -1.49731  -0.44
C -0.47983 -0.26098 -2.73037  0.22
C -0.15584 0.23955 -3.98327  -0.26
C -0.81822 -0.32593 -5.08751  -0.19
C -1.79248 -1.33239 -4.86838  -0.24
C -2.07960 -1.81788 -3.57782  -0.06
Br -3.51032 -3.02865 -3.29217  0.09
C -1.37583 -1.31001 -2.48336  -0.13
C -1.27640 -1.55865 -1.01642  -0.06
N -1.65744 -2.74059 -0.32316  0.51
O -1.82742 -3.79449 -0.96549  -0.37
O -1.75378 -2.69151 0.93073  -0.44
C -0.41978 -0.65234 -0.47335  0.05
H 4.31343 2.29356 1.35521  0.21
H 2.72041 1.72173 1.91097  0.25
H 3.89453 0.57351 1.24796  0.21
H 2.58341 2.81427 -0.38706  0.19
H 3.65776 1.53054 -1.00129  0.20
H 0.58173 1.03839 -4.04592  0.27
H -0.60851 0.03481 -6.09692  0.22
H -2.36103 -1.73211 -5.70711  0.23
H -0.16433 -0.47666 0.64481  0.33
C -1.28616 1.41596 4.42507  -0.85
S -0.27819 0.57705 3.14190  1.83
C -0.05479 -1.06812 3.81261  -0.84
C -0.94399 0.39384 1.59061  -1.08
O 0.99489 1.31127 3.14379  -0.95
H -2.26973 0.95653 4.59549  0.24
H -0.67452 1.37024 5.34376  0.24
H -1.41027 2.46848 4.12750  0.26
H -0.99906 -1.49734 4.15603  0.25
H 0.33863 -1.68512 2.99926  0.27
H 0.65710 -0.99748 4.64130  0.26
H -1.91282 -0.09615 1.59640  0.26
H -0.86601 1.33171 1.03113  0.25

HOMO: -8.0 eV
Electronic energy: -108882.6722 eV
Orbital gap: 7.896 eV
Lowest unoccupied orbital energy: -0.2 eV
Relative energy (zero: lowest compared OMol25 entry of this formula, charge and spin): 7.1761 eV
SMILES: CCOC(=O)n1cc([N+](=O)[O-])c2c(Br)cccc21.C=S(C)(C)=O
Max |F|: 3.82 eV Å⁻¹